Entry 1:
ORCA calculation (ωB97M-V with the def2-TZVPD basis set) on C57H64N12OP2PtSi2 as an isolated structure at a distorted geometry.

Structure (XYZ):
```
139
C57H64N12OP2PtSi2, DFT ωB97M-V with the def2-TZVPD basis set
Pt 0.27543 -0.34185 -0.23789
C 1.39883 -1.56115 -4.16309
Si 2.92233 -1.44495 -3.02109
C 3.61843 -3.21505 -2.76009
C 4.24613 -0.35715 -3.86019
N 2.36523 -0.82005 -1.49809
P 3.25313 -0.19235 -0.30269
C 2.02883 0.07045 0.90771
P 1.34103 1.11745 2.11841
N -0.21487 1.00235 1.67421
Si -1.66757 1.93165 1.88451
C -1.35237 3.80825 1.86921
C -2.77207 1.32845 0.44171
C -2.55487 1.45015 3.51681
C 1.54283 0.33635 3.74841
C 0.78073 0.78905 4.82071
C 0.82433 0.11845 6.03051
C 1.60893 -1.01755 6.17161
C 2.36883 -1.46895 5.10371
C 2.33823 -0.79365 3.89511
C 1.90303 2.84645 2.13101
C 2.25923 3.51955 3.29341
C 2.50033 4.88365 3.24021
C 2.40713 5.56485 2.03771
C 2.10793 4.87845 0.87001
C 1.83953 3.52355 0.91451
C 4.44413 -1.46095 0.21641
C 3.92313 -2.53155 0.93811
C 4.72933 -3.60905 1.25661
C 6.05163 -3.62915 0.83641
C 6.56943 -2.56405 0.11641
C 5.76873 -1.47905 -0.20189
C 4.13443 1.33745 -0.72939
C 3.65723 2.08655 -1.80119
C 4.34933 3.21025 -2.21249
C 5.51023 3.58885 -1.55459
C 5.94433 2.87855 -0.44479
C 5.25303 1.75835 -0.01869
H 1.71853 -1.53455 -5.19939
H 0.70013 -0.74595 -4.00539
H 0.86563 -2.49335 -4.01299
H 3.50303 -3.78985 -3.67249
H 3.10593 -3.73765 -1.96009
H 4.67613 -3.18075 -2.51949
H 4.72363 -0.90235 -4.66789
H 5.01933 -0.05645 -3.15959
H 3.81393 0.54305 -4.29079
H -0.71807 4.11125 1.04231
H -0.85757 4.12005 2.78451
H -2.28577 4.35625 1.79861
H -3.00847 2.12655 -0.25389
H -3.71657 0.94565 0.81411
H -2.28527 0.52515 -0.11609
H -1.92127 0.94245 4.23501
H -3.41237 0.81155 3.31791
H -2.94027 2.34475 3.99501
H 0.16013 1.66515 4.69871
H 0.25013 0.48665 6.86591
H 1.62933 -1.54525 7.11241
H 2.98843 -2.34595 5.21441
H 2.93933 -1.13635 3.06461
H 2.34073 2.98885 4.23151
H 2.76473 5.41825 4.13881
H 2.56013 6.63265 2.01511
H 2.08293 5.40905 -0.06879
H 1.56313 2.98075 0.02041
H 2.88433 -2.50325 1.24581
H 4.32573 -4.43535 1.82411
H 6.67513 -4.48245 1.06081
H 7.59953 -2.57945 -0.20769
H 6.17413 -0.65065 -0.76479
H 2.76163 1.75425 -2.30779
H 4.00033 3.78685 -3.05549
H 6.08083 4.43455 -1.90259
H 6.83083 3.19235 0.08341
H 5.58933 1.20625 0.84901
C -1.64317 -3.14645 4.33831
N -0.98507 -2.91095 3.07801
C -1.09947 -1.85655 2.26721
N -0.36417 -2.06135 1.18451
C 0.19443 -3.27545 1.39281
N -0.17067 -3.80825 2.52681
C -3.09847 -2.73865 4.29861
C -3.72957 -2.21995 5.42421
C -5.06467 -1.84575 5.37111
C -5.78057 -1.95415 4.19431
C -5.15417 -2.47615 3.06301
C -3.82437 -2.88495 3.12831
C -5.85197 -2.56075 1.80201
N -7.07647 -2.21185 1.53751
N -7.28397 -2.41445 0.24391
C -6.18107 -2.88135 -0.26719
O -5.22107 -2.99495 0.68321
C -5.90087 -3.18695 -1.64969
C -6.90997 -3.12185 -2.61019
C -6.59667 -3.34605 -3.93739
C -5.29017 -3.60795 -4.32139
C -4.28487 -3.68235 -3.36759
C -2.83107 -3.85575 -3.75389
N -2.09367 -2.76235 -3.16509
C -1.29957 -2.72605 -2.09089
N -1.02957 -1.46345 -1.78769
C -1.70717 -0.75855 -2.72539
N -2.35367 -1.51935 -3.56219
C -4.59577 -3.48665 -2.03119
H -1.11957 -2.60355 5.13171
H -1.54957 -4.21795 4.54181
H -1.69957 -0.99245 2.47071
H 0.85663 -3.75825 0.70401
H -3.17797 -2.11155 6.34571
H -5.54247 -1.45135 6.25401
H -6.80937 -1.64035 4.12641
H -3.36877 -3.31655 2.24841
H -7.91377 -2.87855 -2.29919
H -7.37377 -3.29925 -4.68329
H -5.05557 -3.75315 -5.36439
H -2.72497 -3.80555 -4.83959
H -2.42127 -4.80095 -3.39159
H -0.92947 -3.59555 -1.58319
H -1.73447 0.31035 -2.77079
H -3.82307 -3.54255 -1.27739
N 0.20433 1.59625 -1.38739
C -0.31197 2.28325 -2.16859
N -0.88347 3.03215 -3.03879
C -1.57927 4.25625 -2.66449
C -0.87957 5.46215 -3.28599
C -0.77177 5.28135 -4.79719
C -0.00407 4.00015 -5.10929
C -0.70507 2.80555 -4.46779
H -1.60957 4.33125 -1.57559
H -2.60667 4.19115 -3.03829
H 0.11813 5.56295 -2.85419
H -1.44517 6.36235 -3.05069
H -0.26177 6.13745 -5.23599
H -1.77127 5.22195 -5.23179
H 1.01473 4.07825 -4.72469
H 0.04993 3.84405 -6.18619
H -0.13397 1.88705 -4.61609
H -1.69427 2.67785 -4.91889
```

Computed properties:
Highest occupied orbital energy (spin up / spin down) (eV): -12.154 / -12.154
Spin multiplicity: 5
Orbital gap (spin up / spin down) (hartree): 0.3055 / 0.1722
LUMO (spin up / spin down) (eV): -3.84 / -7.47
Energy above the lowest of the compared OMol25 structures with the same formula, charge and spin (kJ/mol): 128.62
Total charge: +2

Here are the Löwdin charges for atoms 1 to 4, given in e: 1.171, -0.165, 0.407, -0.157

***

Entry 2:
ORCA calculation (ωB97M-V with the def2-TZVPD basis set) on a 3-piece molecular cluster, C5H8O2 overall.

Structure (XYZ):
```
15
C5H8O2, DFT ωB97M-V with the def2-TZVPD basis set
C 1.38048 -0.39768 0.58244
C 1.32799 0.83991 0.05116
C 0.99707 0.70520 1.49589
H 2.03036 -1.25629 0.58182
H 1.92267 1.49003 -0.56589
H -0.05007 0.78743 1.80622
H 1.70197 1.05926 2.25361
C -1.29927 -1.14275 -0.06168
O -0.19503 -1.56727 0.36694
H -1.96004 -0.57532 0.61175
H -1.78977 -1.70403 -0.86695
C -1.02447 0.33939 -1.48296
O -0.21700 1.22930 -1.11088
H -0.72788 -0.35075 -2.28823
H -2.09700 0.54356 -1.37325
```

Computed properties:
Highest occupied orbital energy (spin up / spin down) (eV): -8.003 / -8.004
Orbital gap (spin up / spin down) (hartree): 0.2755 / 0.2755
LUMO (spin up / spin down) (eV): -0.51 / -0.51
Structure (SMILES): C1=CC1.C=O.C=O
Energy above the lowest of the compared OMol25 structures with the same formula, charge and spin (kJ/mol): 677.20

Here are the Löwdin charges for atoms 1 to 4, given in e: -0.095, -0.086, -0.099, 0.125

***

Entry 3:
ORCA calculation (ωB97M-V with the def2-TZVPD basis set) on an isolated ion of composition C13H8ClN6O4S and charge -1 at a distorted geometry.

Structure (XYZ):
```
33
C13H8ClN6O4S, DFT ωB97M-V with the def2-TZVPD basis set
N -5.74879 0.31287 3.02882
C -4.59849 0.33547 2.80466
C -3.18917 0.31034 2.54038
C -2.57830 -0.96087 2.54757
C -1.25383 -1.05154 2.12563
C -0.56571 0.10011 1.76808
S 1.15894 -0.35573 1.21313
C 2.22686 -0.22200 2.67062
Cl 1.61657 1.27256 3.49376
O 1.20424 -1.74616 0.70533
O 1.49253 0.77070 0.37514
C -1.12988 1.39302 1.91812
C -2.46835 1.50721 2.31982
H -3.08140 -1.87225 2.89667
H -0.72785 -1.99504 2.11478
H 2.04046 -1.14044 3.27171
H -0.55732 2.30545 1.76738
H -2.92537 2.50175 2.50608
O 2.87678 -2.37605 3.78228
N 3.78508 -2.76334 2.98177
C 4.22447 -1.78638 2.05429
C 3.68606 -0.40167 2.36291
N 4.52024 0.49250 1.57976
N 4.56726 1.86884 1.66171
N 5.64479 2.25208 1.04843
N 6.30298 1.21842 0.44936
C 5.60146 0.12044 0.80403
C 5.91520 -1.17109 0.39994
C 5.25229 -2.15626 1.11126
O 4.23036 -3.93222 3.08443
H 3.79509 -0.27884 3.49961
H 6.70535 -1.13404 -0.34884
H 5.57769 -3.19326 1.04131
```

Computed properties:
Highest occupied orbital energy (eV): -4.485
Orbital gap (hartree): 0.2267
LUMO (eV): 1.68
Total charge: -1

Here are the Löwdin charges for atoms 1 to 4, given in e: 0.138, -0.190, -0.235, -0.010

***

| no. | energy (eV) |
| --- | --- |
| 1 | -117643.6968 |
| 2 | -9402.8135 |
| 3 | -54094.2233 |